(1)
Density functional theory data (wB97M-V/def2-TZVPD) for a 6-piece molecular cluster, C46H61BBrN5O6P overall in a non-equilibrium geometry.

* HOMO energy: -10.304 eV
* total charge: +1
* ΔE to the lowest compared entry with this formula, charge and spin: 148.1 kcal/mol

Positions of all 121 atoms, in Å:
C (7.49, -3.62, -0.45)
C (6.05, -3.00, -0.87)
O (5.41, -4.00, -1.71)
B (4.36, -3.44, -2.52)
O (4.67, -3.16, -3.91)
N (2.96, -3.20, -1.94)
P (2.12, -4.63, -1.38)
N (0.84, -5.01, -2.27)
C (2.56, -1.91, -1.92)
N (3.38, -0.86, -2.46)
C (2.61, 0.36, -2.29)
C (3.10, 1.81, -2.73)
C (3.92, 2.55, -1.53)
C (5.45, 1.99, -1.66)
Br (3.92, 4.54, -1.72)
N (1.39, -0.09, -1.66)
C (0.40, 1.00, -1.41)
C (0.50, 1.58, 0.10)
C (-0.24, 3.04, 0.06)
C (0.47, 3.99, 1.14)
O (0.07, 3.87, 2.33)
O (1.52, 4.89, 0.75)
N (1.32, -1.43, -1.39)
C (0.15, -2.01, -0.70)
C (-1.07, -2.31, -1.75)
C (-2.48, -1.91, -1.04)
C (-3.27, -0.73, -1.80)
O (-3.17, 0.58, -1.15)
C (-3.82, 0.60, 0.11)
O (-4.87, 1.28, 0.24)
H (8.36, -2.91, -0.65)
H (7.49, -3.99, 0.63)
H (7.67, -4.53, -1.14)
H (6.13, -1.95, -1.33)
H (5.45, -2.97, 0.12)
H (5.41, -2.50, -3.90)
H (3.02, -5.77, -1.47)
H (1.84, -4.46, 0.02)
H (0.79, -4.26, -2.99)
H (2.23, 2.47, -3.12)
H (3.79, 1.65, -3.63)
H (3.44, 2.21, -0.55)
H (5.79, 2.17, -2.75)
H (6.09, 2.58, -0.91)
H (5.42, 0.87, -1.48)
H (-0.65, 0.52, -1.48)
H (0.41, 1.82, -2.21)
H (-0.13, 0.86, 0.75)
H (1.58, 1.66, 0.46)
H (-1.35, 2.92, 0.35)
H (-0.23, 3.49, -0.99)
H (2.36, 4.39, 0.89)
H (-0.28, -1.21, 0.01)
H (0.37, -2.91, -0.02)
H (-1.16, -3.41, -2.03)
H (-0.87, -1.64, -2.67)
H (-3.17, -2.84, -1.10)
H (-2.35, -1.72, 0.09)
H (-4.38, -1.04, -1.89)
H (-2.78, -0.61, -2.84)
H (-3.40, 0.04, 1.03)
C (9.72, 2.76, -4.05)
C (9.77, 2.81, -5.44)
C (8.81, 3.52, -6.15)
C (7.80, 4.19, -5.47)
C (7.74, 4.14, -4.08)
C (8.70, 3.43, -3.37)
H (10.47, 2.21, -3.50)
H (10.57, 2.30, -5.97)
H (8.85, 3.55, -7.24)
H (7.05, 4.74, -6.03)
H (6.95, 4.67, -3.55)
H (8.66, 3.39, -2.29)
C (4.17, -7.97, 2.83)
C (4.51, -7.26, 1.68)
C (4.07, -5.95, 1.53)
C (3.32, -5.34, 2.53)
C (2.99, -6.05, 3.68)
C (3.41, -7.37, 3.83)
H (4.51, -9.00, 2.95)
H (5.10, -7.73, 0.91)
H (4.33, -5.39, 0.64)
H (2.98, -4.32, 2.42)
H (2.40, -5.58, 4.46)
H (3.15, -7.93, 4.72)
C (-7.95, -3.65, 0.24)
C (-7.60, -2.31, 0.08)
C (-6.60, -1.76, 0.87)
C (-5.94, -2.55, 1.81)
C (-6.29, -3.88, 1.97)
C (-7.30, -4.44, 1.18)
H (-8.73, -4.08, -0.38)
H (-8.10, -1.70, -0.66)
H (-6.33, -0.72, 0.75)
H (-5.16, -2.11, 2.43)
H (-5.78, -4.50, 2.70)
H (-7.57, -5.48, 1.31)
C (-6.63, 2.95, 5.25)
C (-7.54, 1.96, 5.61)
C (-7.67, 0.82, 4.83)
C (-6.89, 0.66, 3.69)
C (-5.97, 1.65, 3.33)
C (-5.84, 2.79, 4.11)
H (-6.53, 3.84, 5.86)
H (-8.15, 2.08, 6.50)
H (-8.39, 0.06, 5.10)
H (-6.99, -0.23, 3.08)
H (-5.36, 1.53, 2.45)
H (-5.13, 3.57, 3.83)
C (-6.60, 6.87, 1.29)
C (-6.59, 5.85, 2.24)
C (-7.35, 5.98, 3.40)
C (-8.12, 7.13, 3.61)
C (-8.12, 8.14, 2.65)
C (-7.36, 8.02, 1.50)
H (-6.01, 6.77, 0.38)
H (-6.00, 4.96, 2.07)
H (-7.34, 5.19, 4.14)
H (-8.71, 7.23, 4.51)
H (-8.72, 9.03, 2.82)
H (-7.36, 8.81, 0.76)

(2)
Density functional theory data (wB97M-V/def2-TZVPD) for C4H10ClMgO2 as an isolated structure in a non-equilibrium geometry.

* HOMO energy: -13.931 eV
* total charge: +1
* ΔE to the lowest compared entry with this formula, charge and spin: 0.0 kcal/mol

Positions of all 18 atoms, in Å:
Mg (-0.61, 0.28, 1.65)
Cl (-0.10, -0.08, 3.83)
C (-1.89, 1.97, -0.83)
O (-1.02, 0.94, -0.31)
C (-0.20, 0.31, -1.31)
C (0.91, -0.51, -0.66)
O (0.51, -0.95, 0.64)
C (1.47, -1.84, 1.27)
H (-1.31, 2.76, -1.30)
H (-2.42, 2.43, 0.00)
H (-2.66, 1.49, -1.44)
H (0.17, 1.10, -1.97)
H (-0.81, -0.33, -1.94)
H (1.89, -0.03, -0.62)
H (1.02, -1.40, -1.28)
H (1.06, -2.16, 2.22)
H (2.40, -1.31, 1.45)
H (1.61, -2.68, 0.59)

(3)
Density functional theory data (wB97M-V/def2-TZVPD) for C15H12FeNO3 as an isolated structure in a non-equilibrium geometry.

* <S²>: 6.0734
* HOMO energy (alpha / beta): -8.157 / -11.708 eV
* total charge: +1
* multiplicity: 5

Positions of all 32 atoms, in Å:
O (3.51, 3.62, -0.83)
C (2.65, 2.83, -0.84)
Fe (1.37, 1.67, -0.83)
C (2.67, 0.52, -0.94)
O (3.53, -0.26, -1.00)
C (1.51, 1.59, 0.91)
O (1.26, 1.52, 2.05)
C (-0.28, 0.12, -1.34)
C (-1.17, 0.93, -0.64)
C (-1.17, 2.30, -0.61)
C (-0.26, 3.15, -1.24)
C (0.45, 2.92, -2.43)
C (0.62, 1.70, -3.08)
C (0.46, 0.45, -2.48)
H (-0.27, -0.94, -1.04)
H (-1.89, 0.40, 0.01)
H (-1.91, 2.79, 0.05)
H (-0.24, 4.19, -0.88)
H (0.93, 3.81, -2.89)
H (1.18, 1.72, -4.03)
H (0.94, -0.40, -3.00)
N (-1.35, -2.20, 0.97)
C (-1.85, -1.81, 2.15)
C (-1.74, -2.58, 3.33)
C (-1.14, -3.84, 3.28)
C (-0.69, -4.28, 2.03)
C (-0.84, -3.43, 0.90)
H (-2.36, -0.84, 2.18)
H (-2.14, -2.17, 4.25)
H (-1.02, -4.46, 4.17)
H (-0.23, -5.25, 1.89)
H (-0.53, -3.78, -0.09)

no.,total energy (Eh)
1,-5454.4754
2,-969.0008
3,-2122.4494